{
  "formula": "C44H20F6N8O4W",
  "method": "ωB97M-V/def2-TZVPD",
  "species": ["W", "F", "F", "F", "F", "F", "F", "O", "O", "O", "O", "N", "N", "N", "N", "N", "N", "N", "N", "C", "C", "C", "C", "C", "C", "C", "C", "C", "C", "C", "C", "C", "C", "C", "C", "C", "C", "C", "C", "C", "C", "C", "C", "C", "C", "C", "C", "C", "C", "C", "C", "C", "C", "C", "C", "C", "C", "C", "C", "C", "C", "C", "C", "H", "H", "H", "H", "H", "H", "H", "H", "H", "H", "H", "H", "H", "H", "H", "H", "H", "H", "H", "H"],
  "xyz": [[-2.0345, 0.5572, 1.0522], [-3.8619, 2.9496, 0.2724], [-4.6588, -4.6350, -5.1853], [-3.0136, -4.1715, -6.5009], [-4.4282, 1.1159, -0.7345], [-2.9102, -5.9108, -5.2281], [-2.7524, 2.2714, -1.4504], [-3.8732, 0.3341, 1.9013], [-1.9938, -1.3331, 1.9144], [-5.1795, -0.8718, 3.2557], [-3.0569, -2.7925, 3.2370], [1.3303, 0.7794, -1.0160], [-0.7576, 0.9951, 2.4937], [1.3768, 0.4088, 3.3400], [0.7519, 2.0857, 0.7567], [0.6338, -1.4824, -1.0549], [1.2245, -0.3636, 1.0487], [-0.6616, 2.2093, 0.5699], [1.6914, 3.1129, -1.2318], [-2.6831, -3.7979, -4.1807], [5.1127, 1.4847, 1.7176], [-0.8540, -1.3383, -1.2134], [1.2398, 1.9211, -1.7962], [1.1793, -2.0107, 2.5239], [-4.1526, -0.7152, 2.6464], [0.7684, 4.7085, 4.7218], [4.0253, 3.5730, 1.1296], [1.1265, -0.3405, -1.7330], [0.7379, -3.9574, 1.0572], [1.0254, 3.3488, 4.5739], [2.9217, 2.8441, 0.7588], [-1.2043, 2.2585, 1.9068], [0.9917, -2.5648, 1.2028], [1.5131, 0.9051, 0.4407], [-0.2034, 5.3353, 3.9466], [-1.4622, -2.1896, -2.2505], [-0.7263, 3.2656, 2.8848], [0.7070, -4.7379, 2.1662], [1.0684, 1.4838, -3.1031], [-3.3356, -2.6691, -3.6964], [0.2697, 2.6407, 3.6599], [-3.3292, 1.8243, -0.3031], [0.9978, 0.0443, -3.0679], [-2.9937, -1.7431, 2.6429], [5.1260, 2.8691, 1.6243], [-1.4199, -4.1251, -3.7004], [0.9075, -4.1913, 3.4774], [-0.9494, 4.6253, 3.0102], [0.6323, 0.0239, -5.4352], [0.3707, 1.2160, 3.2079], [0.7425, -0.6690, -4.2676], [-3.3116, -4.6204, -5.2550], [0.9660, 2.1699, -4.3367], [-1.4894, -0.4372, -0.4931], [3.9930, 0.7488, 1.3270], [1.0137, -1.5210, 0.3095], [0.7546, 1.4471, -5.4731], [-2.7322, -1.8758, -2.7396], [1.2958, -0.6369, 2.4037], [1.6190, 3.0261, 0.0584], [1.1275, -2.8626, 3.6588], [2.9081, 1.4441, 0.8494], [-0.8174, -3.3251, -2.7458], [4.0390, 4.6511, 1.0441], [1.0398, 3.2495, -4.3694], [1.3397, 5.2889, 5.4367], [1.8046, 2.8536, 5.1391], [-3.2360, -0.9986, -2.3517], [6.0056, 3.4143, 1.9447], [0.8449, -4.8508, 4.3341], [0.6424, -1.7461, -4.2454], [0.5007, -5.7979, 2.0754], [5.9781, 0.9700, 2.1160], [3.9574, -0.3295, 1.4237], [1.2405, -2.4483, 4.6530], [-0.9105, -5.0067, -4.0669], [-0.3759, 6.3983, 4.0705], [-1.6878, 5.1161, 2.3898], [-4.3197, -2.4128, -4.0666], [0.1684, -3.5690, -2.3726], [0.5563, -4.3696, 0.0718], [0.6661, 1.9597, -6.4235], [0.4426, -0.5099, -6.3588]],
  "forces_ev_per_angstrom": [[-0.436, -0.456, -0.021], [-0.014, -0.007, -0.031], [-0.021, 0.001, 0.006], [0.006, 0.010, -0.033], [-0.001, 0.000, -0.007], [0.003, -0.016, 0.000], [0.013, -0.002, -0.012], [0.072, 0.054, -0.065], [-0.096, 0.084, 0.013], [0.001, -0.012, 0.022], [-0.021, -0.010, 0.051], [0.025, 0.124, -0.034], [0.169, 0.171, 0.154], [0.023, -0.061, 0.006], [0.017, 0.056, 0.048], [0.062, -0.074, -0.027], [-0.257, 0.105, -0.030], [-0.022, 0.140, -0.039], [-0.106, -0.118, -0.044], [0.096, -0.063, 0.002], [0.050, 0.009, 0.016], [-0.225, -0.136, -0.222], [0.013, 0.192, 0.077], [-0.016, 0.046, -0.061], [-0.095, 0.077, -0.071], [0.012, 0.000, 0.017], [0.012, -0.029, -0.009], [0.129, -0.182, 0.108], [0.007, 0.047, -0.103], [-0.060, 0.012, -0.048], [-0.092, 0.015, -0.012], [0.097, -0.084, -0.173], [0.015, 0.053, 0.164], [0.060, -0.085, 0.055], [0.007, 0.030, 0.017], [0.102, 0.050, 0.084], [-0.042, 0.142, -0.009], [0.002, -0.064, 0.080], [0.032, -0.108, 0.063], [-0.006, 0.062, 0.038], [0.022, -0.034, 0.025], [0.118, -0.037, 0.212], [-0.135, 0.111, -0.249], [0.133, -0.053, -0.169], [-0.038, -0.020, -0.012], [-0.106, 0.016, -0.035], [0.003, 0.064, -0.054], [0.022, -0.082, 0.021], [-0.006, 0.028, -0.113], [0.006, -0.088, -0.044], [0.039, 0.015, 0.155], [0.029, 0.006, 0.031], [0.002, -0.009, -0.122], [0.175, 0.188, 0.271], [-0.066, 0.077, -0.033], [0.139, 0.029, -0.020], [0.010, -0.024, 0.112], [-0.101, -0.014, -0.055], [0.032, -0.030, -0.012], [0.082, -0.035, -0.011], [0.003, -0.072, 0.061], [0.090, -0.053, 0.027], [0.014, 0.022, 0.078], [0.007, 0.009, 0.002], [0.007, 0.009, 0.048], [-0.003, 0.012, 0.000], [0.009, -0.011, 0.001], [0.001, 0.004, -0.002], [0.005, 0.005, 0.002], [0.000, -0.010, 0.009], [0.005, 0.018, -0.044], [-0.002, -0.001, -0.030], [0.000, -0.008, 0.001], [0.010, -0.011, 0.007], [0.004, 0.042, -0.009], [-0.008, -0.011, -0.016], [-0.001, 0.005, 0.005], [-0.004, 0.009, -0.005], [-0.004, 0.003, -0.004], [0.000, 0.015, 0.011], [-0.006, -0.032, 0.006], [-0.006, -0.019, -0.021], [-0.002, -0.005, 0.004]],
  "mulliken_charge": [2.451, -0.306, -0.283, -0.272, -0.283, -0.287, -0.241, -0.941, -0.531, -0.671, -0.707, 0.865, 0.007, -0.760, 1.801, 0.217, 1.106, -1.661, -0.842, 0.298, -1.145, 0.435, -0.051, -0.009, 0.386, -0.605, -1.344, -0.058, -0.586, -0.260, 0.372, -0.098, 0.253, 0.566, -0.449, 0.542, -0.244, -0.622, 0.316, -1.115, 0.362, 0.028, 0.272, 0.621, -0.523, -1.186, -0.769, -0.847, -0.828, -0.023, -0.348, 0.932, -0.861, -0.294, -0.265, -0.348, -0.546, -0.595, -0.017, 0.286, -0.713, 0.102, -0.444, 0.488, 0.483, 0.380, 0.510, 0.491, 0.386, 0.347, 0.504, 0.405, 0.403, 0.489, 0.469, 0.390, 0.399, 0.539, 0.417, 0.591, 0.290, 0.368, 0.410],
  "e_homo_ev": [-1.9466, -1.9465],
  "molar_mass_g_mol": 1022.52,
  "total_energy_ha": -3094.032910,
  "total_charge": -2,
  "orbital_gap_ha": [0.22282, 0.22285],
  "lumo_energy_ev": [4.117, 4.118]
}

=====

{
  "formula": "C44H31BrCl5CsN12O7S4Se",
  "method": "ωB97M-V/def2-TZVPD",
  "species": ["Cs", "Br", "Se", "Cl", "Cl", "Cl", "Cl", "Cl", "S", "S", "S", "S", "O", "O", "O", "O", "O", "O", "O", "N", "N", "N", "N", "N", "N", "N", "N", "N", "N", "N", "N", "C", "C", "C", "C", "C", "C", "C", "C", "C", "C", "C", "C", "C", "C", "C", "C", "C", "C", "C", "C", "C", "C", "C", "C", "C", "C", "C", "C", "C", "C", "C", "C", "C", "C", "C", "C", "C", "C", "C", "C", "C", "C", "C", "C", "H", "H", "H", "H", "H", "H", "H", "H", "H", "H", "H", "H", "H", "H", "H", "H", "H", "H", "H", "H", "H", "H", "H", "H", "H", "H", "H", "H", "H", "H", "H"],
  "xyz": [[-0.6649, 0.0087, -1.4571], [-5.7642, -1.7582, -0.7873], [-5.0906, 0.4074, 2.8171], [0.2831, 6.0756, 4.9009], [5.1690, 3.9927, 4.3240], [1.1965, -2.4224, 0.0374], [5.1513, 0.1071, 4.1979], [2.6148, -7.2873, 2.0880], [2.3264, -2.5486, -5.9831], [2.9838, 1.0381, 6.0066], [-1.8961, -5.9075, -2.6473], [0.2538, -5.3551, 0.9887], [-5.2969, 3.5304, 1.0697], [4.0550, 1.4961, 1.4944], [-1.1182, 2.4541, 2.0671], [-2.6346, 1.9339, -4.4722], [-1.5100, 0.0890, -3.8221], [0.1108, 1.6234, 0.3955], [-3.5579, 3.2103, 2.3957], [-3.8516, 0.0461, 1.6137], [-4.1462, -0.5058, -2.6576], [-3.0156, -3.8672, -1.2483], [2.8226, -0.5623, -4.2133], [3.3467, 2.9749, -0.8021], [-1.1355, -3.4546, -2.5871], [-4.8982, -1.1198, 3.7025], [-1.5276, 2.8117, -1.4335], [2.3855, 1.6140, -2.2502], [-2.6046, 3.2646, -2.0851], [-2.3966, -1.7424, 1.1506], [1.2143, -2.2077, -3.6882], [2.9611, -5.6693, 1.5179], [1.4609, 1.5374, 5.3893], [4.3388, 3.4567, 0.1379], [4.6625, -4.0186, 1.1328], [-2.4157, -3.5740, 2.7480], [3.5639, 0.7348, 4.4205], [-1.8703, 2.7715, -0.1522], [-3.4150, -3.0501, 3.4867], [0.6856, -3.3565, -4.2369], [1.4188, 1.4738, 4.0349], [4.2087, 2.9020, 1.5692], [-3.2149, 3.2120, 0.0177], [2.2973, 3.6709, -1.3689], [3.2122, 3.6661, 2.4162], [-6.2670, -1.2283, -3.5151], [-4.7704, -0.0034, -4.9123], [2.6845, 4.9502, 4.4160], [2.6463, 1.0172, 3.4575], [1.0010, 4.6331, 2.7229], [-3.3735, -1.1457, 1.9135], [2.0821, -1.6771, -4.4864], [3.5702, 4.2140, 3.6490], [-2.0130, -4.2637, -2.0916], [-3.9416, -1.7812, 3.0809], [1.9067, 3.8895, 1.9819], [-1.9400, -2.8820, 1.5750], [1.4053, 5.1560, 3.9350], [-5.9694, -0.6703, -4.7481], [-0.5726, -5.4365, -3.6469], [3.6750, -3.1662, 0.6618], [3.3417, 1.7430, -1.3645], [-3.8716, 0.0409, -3.8505], [2.3551, -3.5779, 0.6354], [2.8490, 0.8901, 1.9741], [4.2892, -5.2815, 1.5664], [-0.8727, 2.2339, 0.8447], [-2.5317, 0.7470, -4.0571], [1.7146, 2.8147, -2.2508], [1.1472, -3.6981, -5.4645], [-0.3353, -4.1109, -3.4962], [1.9029, -4.8520, 1.0488], [-3.6397, 3.4852, -1.2625], [-5.3169, -1.0831, -2.5185], [-4.1023, 3.3372, 1.2028], [-0.0197, -6.1548, -4.2279], [4.0628, 0.9876, -1.0958], [4.2921, 4.5457, 0.1618], [2.0594, 4.6781, -1.0728], [-0.0152, 4.7562, 2.3798], [-1.9430, -4.5154, 2.9963], [-7.1955, -1.7436, -3.3205], [3.1730, -0.0655, -5.0146], [-3.8117, -3.5380, 4.3676], [2.9893, 5.3477, 5.3731], [0.8354, -4.5141, -6.0937], [-2.6334, 3.0896, -3.0995], [0.6823, 1.8551, 6.0644], [5.0245, -5.9795, 1.9451], [3.9236, -2.1771, 0.3001], [0.5574, 1.7524, 3.4361], [-2.8952, -2.9367, -0.8698], [-4.6033, 3.8101, -1.6168], [-1.1447, -3.3567, 0.9996], [2.9532, -0.1608, 1.7035], [5.3212, 3.1745, -0.2436], [-2.5851, 2.8654, 2.3291], [1.5649, 3.4340, 1.0612], [0.8440, 2.9688, -2.8656], [-3.3395, -4.5442, -0.5784], [5.1900, 3.0646, 2.0183], [5.6972, -3.7024, 1.1623], [-6.6782, -0.7477, -5.5641], [2.4809, 0.0572, -3.4757], [-4.5066, 0.4855, -5.8394], [1.9687, 1.2741, 1.4507]],
  "forces_ev_per_angstrom": [[0.464, -2.031, 0.354], [0.014, 0.021, 0.006], [-0.064, 0.131, 0.004], [0.034, -0.023, -0.023], [-0.038, -0.024, -0.033], [0.108, -0.044, 0.071], [-0.023, 0.038, -0.016], [-0.027, 0.024, -0.016], [0.021, -0.019, -0.021], [0.016, 0.001, 0.076], [-0.020, -0.033, -0.012], [0.223, -0.223, -0.001], [0.079, 0.154, 0.049], [0.065, -0.043, 0.166], [-0.263, -0.005, 0.075], [0.006, -0.048, 0.054], [-0.662, 0.239, -1.430], [0.373, 1.070, 0.987], [0.468, -0.292, 0.167], [0.037, -0.090, 0.014], [0.076, 0.060, -0.102], [-0.044, -0.069, -0.156], [0.037, -0.043, -0.022], [-0.020, -0.012, 0.052], [-0.105, 0.072, -0.221], [0.025, -0.034, -0.006], [-0.237, 0.231, 0.160], [-0.115, -0.003, 0.068], [-0.045, -0.124, -0.082], [0.013, 0.229, 0.027], [0.082, 0.067, -0.039], [-0.007, -0.012, 0.000], [-0.010, -0.007, -0.026], [-0.100, 0.000, -0.004], [-0.072, -0.021, 0.000], [0.046, -0.026, -0.020], [0.028, -0.035, -0.014], [-0.036, 0.229, 0.025], [-0.055, 0.058, 0.010], [-0.080, 0.011, 0.123], [0.000, -0.005, 0.033], [0.056, 0.045, 0.022], [0.112, -0.020, 0.156], [0.087, -0.004, -0.014], [0.013, 0.075, -0.023], [-0.024, 0.018, -0.028], [0.004, -0.019, 0.024], [0.002, 0.002, 0.011], [0.001, 0.006, -0.006], [-0.009, -0.040, -0.010], [0.082, -0.036, -0.072], [-0.011, 0.047, 0.017], [0.036, -0.004, -0.001], [0.036, 0.060, 0.192], [-0.014, -0.061, 0.063], [0.002, 0.060, -0.018], [0.000, 0.125, -0.076], [-0.026, 0.024, 0.020], [-0.011, -0.003, 0.008], [-0.002, -0.066, 0.006], [0.030, -0.020, -0.005], [0.043, -0.002, -0.089], [-0.067, -0.040, -0.056], [-0.016, 0.089, -0.066], [-0.090, 0.001, -0.111], [-0.011, 0.022, -0.013], [-0.057, 0.246, 0.283], [-0.126, 0.148, -0.352], [0.025, -0.023, -0.085], [0.016, -0.016, -0.046], [0.096, 0.092, 0.089], [0.038, -0.157, 0.095], [-0.039, 0.060, -0.063], [0.019, -0.006, 0.059], [-0.086, -0.241, -0.287], [0.004, 0.018, 0.000], [-0.017, 0.013, 0.006], [0.013, 0.008, -0.016], [0.005, -0.004, -0.014], [-0.021, -0.018, -0.001], [0.042, 0.007, -0.039], [0.002, -0.002, -0.001], [-0.015, 0.012, -0.004], [-0.021, 0.010, 0.004], [-0.003, -0.005, -0.004], [-0.015, 0.009, 0.014], [-0.005, 0.027, 0.005], [-0.002, -0.002, -0.017], [-0.010, -0.001, 0.000], [-0.018, 0.027, 0.014], [-0.020, -0.029, -0.005], [0.028, 0.008, 0.005], [-0.002, -0.034, 0.012], [-0.135, 0.017, 0.096], [0.014, -0.047, -0.038], [-0.004, -0.038, 0.015], [-0.148, 0.365, -0.138], [-0.004, 0.007, 0.014], [-0.019, 0.019, 0.045], [0.042, 0.004, 0.055], [0.009, 0.020, 0.015], [-0.009, -0.010, 0.002], [0.002, 0.000, 0.000], [-0.043, -0.016, 0.019], [0.001, 0.004, 0.006], [0.046, -0.098, 0.053]],
  "mulliken_charge": [0.806, -0.150, 0.272, -0.264, -0.251, 0.218, -0.251, -0.258, -0.347, -0.269, -0.321, -0.301, -0.707, -0.497, -0.825, -0.953, -0.693, -0.834, -0.608, -0.155, 0.044, -0.152, -0.351, 0.383, 0.231, -0.919, 0.170, -0.314, -0.272, 0.440, -0.035, 0.530, -0.596, -1.634, -0.630, -0.830, 0.999, -0.345, -0.714, -0.082, -0.470, 0.073, 0.609, 0.161, -0.724, -0.587, -0.606, -0.887, -0.929, -1.627, 0.103, 0.523, 0.696, 0.393, 0.797, 1.602, 0.254, 0.402, -0.431, -0.469, -0.734, -0.531, 0.772, 0.108, 0.834, -0.659, 1.607, -0.166, -1.302, -0.505, -0.125, -0.249, -1.329, 0.296, 0.153, 0.469, 0.407, 0.407, 0.517, 0.450, 0.461, 0.408, 0.268, 0.434, 0.445, 0.465, 0.312, 0.483, 0.359, 0.371, 0.857, -0.170, 0.519, -0.196, 0.565, 0.442, 0.472, -0.006, 0.532, 0.300, 0.876, 0.368, 0.390, 0.490, 0.449, -0.735],
  "e_homo_ev": -2.2236,
  "molar_mass_g_mol": 1437.11,
  "total_energy_ha": -11768.651604,
  "total_charge": -2,
  "orbital_gap_ha": 0.20280,
  "lumo_energy_ev": 3.295
}

=====

Question: What is the formula in the second record?
Answer: C44H31BrCl5CsN12O7S4Se